Entry 1:
16
Properties=species:S:1:pos:R:3:nbo_charge:R:1 method="wB97M-V/def2-TZVPD" homo_lumo_gap_ev=10.022 e_homo_ev=-9.33 smiles="O=CNCCS.O" e_lumo_ev=0.695 e_above_lowest_kcal_mol=21.9
O 1.363 -1.738 -0.836 -0.648
C 1.170 -0.534 -0.744 0.535
N 1.255 0.102 0.450 -0.604
C 0.750 1.463 0.623 -0.235
C -0.752 1.483 0.923 -0.536
S -1.823 1.008 -0.467 -0.045
H 0.827 0.152 -1.528 0.140
H 1.243 -0.448 1.297 0.400
H 0.935 2.075 -0.240 0.210
H 1.330 1.869 1.455 0.207
H -1.017 2.469 1.294 0.229
H -0.966 0.763 1.713 0.217
H -1.737 -0.312 -0.266 0.156
O -1.199 -2.555 -1.177 -0.981
H -1.125 -3.496 -1.403 0.469
H -0.255 -2.300 -1.094 0.486

***

Entry 2:
60
Properties=species:S:1:pos:R:3:nbo_charge:R:1 method="wB97M-V/def2-TZVPD" homo_lumo_gap_ev=6.172 e_homo_ev=-3.60 e_lumo_ev=2.567 e_above_lowest_kcal_mol=68.6 total_charge=-1
C 3.756 2.528 1.089 -0.596
C 2.388 1.873 0.910 -0.430
C 1.338 2.838 0.413 -0.385
C -0.127 2.403 0.477 -0.378
C -0.550 1.129 -0.247 -0.549
C -2.010 0.967 -0.166 0.873
O -2.672 -0.091 -0.289 -0.654
O -2.696 2.085 0.031 -0.516
C -4.162 1.909 0.034 -0.077
C -4.655 3.166 0.695 -0.624
C -0.311 1.113 -1.739 0.798
O -0.851 0.335 -2.504 -0.644
O 0.623 1.991 -2.142 -0.543
C 1.003 1.859 -3.533 -0.070
C 2.034 2.919 -3.799 -0.625
H 4.444 1.836 1.585 0.203
H 4.186 2.787 0.115 0.189
H 3.689 3.440 1.689 0.187
H 2.495 1.059 0.185 0.224
H 2.056 1.384 1.838 0.206
H 1.391 3.759 1.011 0.177
H 1.566 3.120 -0.623 0.210
H -0.439 2.278 1.526 0.206
H -0.707 3.241 0.055 0.197
H -4.473 1.798 -1.012 0.187
H -4.413 1.009 0.601 0.215
H -5.739 3.143 0.802 0.204
H -4.215 3.238 1.697 0.216
H -4.384 4.051 0.109 0.208
H 1.412 0.854 -3.692 0.188
H 0.103 1.985 -4.147 0.191
H 2.484 2.735 -4.777 0.204
H 1.572 3.913 -3.819 0.205
H 2.836 2.912 -3.050 0.216
C 0.422 -5.291 0.954 -0.611
C 0.143 -3.847 1.349 0.206
C -0.354 -3.816 2.782 -0.639
C 1.299 -2.914 1.088 -0.015
C 0.987 -1.558 1.272 -0.116
I 0.353 -0.510 3.048 0.066
C 1.103 -0.750 0.158 -0.325
C 1.991 -1.060 -0.852 -0.262
C 2.651 -2.305 -0.813 -0.222
C 2.288 -3.250 0.142 -0.263
O -0.868 -3.458 0.421 -0.739
S -1.470 -1.681 0.225 0.532
C -3.168 -2.329 0.461 0.823
F -3.848 -1.521 1.328 -0.352
F -3.751 -2.280 -0.761 -0.341
F -3.279 -3.582 0.934 -0.320
H 1.240 -5.714 1.551 0.193
H -0.494 -5.867 1.125 0.212
H 0.668 -5.353 -0.110 0.221
H 0.496 -3.964 3.462 0.202
H -0.858 -2.874 3.025 0.228
H -1.071 -4.640 2.907 0.202
H 0.271 0.167 0.114 0.313
H 2.199 -0.354 -1.663 0.193
H 3.377 -2.552 -1.587 0.192
H 2.698 -4.264 0.119 0.208

***

Entry 3:
23
Properties=species:S:1:pos:R:3:nbo_charge:R:1 method="wB97M-V/def2-TZVPD" homo_lumo_gap_ev=8.081 e_homo_ev=-12.54 e_lumo_ev=-4.462 e_above_lowest_kcal_mol=9.5 total_charge=+1
C -3.420 1.263 -1.099 0.004
C -2.416 -0.185 0.250 0.006
C -3.654 0.374 -0.037 -0.279
C 0.777 1.653 1.544 0.036
C 0.677 1.353 0.099 0.477
C 1.376 -2.012 -1.532 -0.450
C 0.475 -0.076 -0.253 0.185
N 0.055 0.915 2.261 -0.546
N -2.057 1.228 -1.325 -0.331
N -1.446 0.284 -0.533 -0.234
N 0.988 -0.610 -1.359 -0.528
O 0.764 2.131 -0.801 -0.479
Br -5.243 0.124 0.748 0.194
H -4.263 1.825 -1.733 0.280
H -2.362 -0.975 0.977 0.247
H 1.485 2.334 1.930 0.209
H 2.440 -2.198 -1.539 0.229
H 0.914 -2.723 -0.730 0.229
H 1.158 -2.588 -2.473 0.245
H 0.453 -0.763 0.637 0.264
H 0.002 1.091 3.197 0.366
H -1.647 1.740 -2.090 0.443
H 1.308 0.058 -2.144 0.433

***

Entry 4:
12
Properties=species:S:1:pos:R:3:nbo_charge:R:1 method="wB97M-V/def2-TZVPD" spin_multiplicity=3 homo_lumo_gap_ev="4.556 / 8.032" e_homo_ev="-3.94 / -11.00" e_lumo_ev="0.615 / -2.969" e_above_lowest_kcal_mol=48.1
C 1.879 1.456 -0.733 0.212
C -0.328 0.409 -0.338 0.656
C -0.371 -1.461 1.072 -0.260
N 3.019 1.389 -0.632 -0.290
N -1.493 0.423 -0.784 -0.720
N 0.571 1.533 -0.832 -0.438
O 0.338 -0.369 0.514 -0.483
H 0.310 -1.921 1.784 0.215
H -0.642 -2.187 0.300 0.187
H -1.272 -1.122 1.592 0.183
H -2.126 -0.293 -0.451 0.359
H 0.115 2.142 -1.493 0.378

***

Entry 5:
16
Properties=species:S:1:pos:R:3:nbo_charge:R:1 method="wB97M-V/def2-TZVPD" homo_lumo_gap_ev=8.314 e_homo_ev=-8.22 e_lumo_ev=0.093 e_above_lowest_kcal_mol=165.4
C 2.232 0.018 -0.461 -0.604
C 1.062 0.450 0.401 -0.423
C -0.239 0.261 -0.304 -0.051
C -0.557 -1.182 -0.245 -0.207
C -2.355 0.094 -0.034 -0.192
O -1.318 0.999 0.251 -0.539
H 2.134 -1.031 -0.743 0.219
H 2.263 0.613 -1.376 0.206
H 3.158 0.160 0.099 0.213
H 1.060 -0.130 1.337 0.203
H 1.107 1.485 0.679 0.226
H -0.136 0.543 -1.411 0.164
H -0.601 -1.587 0.836 0.139
H -1.964 -0.658 -1.385 0.239
H -2.666 -0.558 0.837 0.202
H -3.261 0.603 -0.281 0.203

***

Entry 6:
58
Properties=species:S:1:pos:R:3:nbo_charge:R:1 method="wB97M-V/def2-TZVPD" spin_multiplicity=5 homo_lumo_gap_ev="8.782 / 8.818" e_homo_ev="-8.65 / -8.68" e_lumo_ev="0.135 / 0.135" e_above_lowest_kcal_mol=1.5
Pm 0.448 -0.770 -0.012 1.838
C 3.839 1.927 2.378 -0.257
O 2.462 2.284 2.602 -0.499
C 1.567 1.407 2.161 0.930
O 1.854 0.390 1.546 -0.679
N 0.312 1.735 2.541 -0.458
N -0.741 0.987 2.024 -0.627
H 4.421 2.771 2.732 0.202
H 4.014 1.747 1.322 0.216
H 4.085 1.029 2.943 0.188
H 0.161 2.655 2.922 0.395
H -1.267 1.513 1.338 0.389
H -1.353 0.657 2.757 0.383
C 0.710 0.930 -4.033 -0.651
C 1.154 1.827 -2.897 -0.445
O 1.725 3.042 -3.360 -0.715
P 2.433 1.070 -1.796 2.371
O 2.860 2.228 -0.792 -0.997
O 3.687 1.038 -2.811 -1.000
O 2.353 -0.277 -1.156 -1.094
P -0.211 2.214 -1.682 2.376
O 0.213 3.711 -1.195 -1.012
O -1.580 2.147 -2.194 -1.072
O 0.241 1.378 -0.488 -1.187
H 1.566 0.606 -4.629 0.213
H 0.017 1.490 -4.660 0.245
H 0.182 0.060 -3.650 0.252
H 2.432 2.828 -3.983 0.484
H 2.202 2.944 -0.726 0.540
H 4.234 0.256 -2.644 0.520
H -0.111 4.371 -1.827 0.514
C 4.902 -3.217 0.938 -0.628
C 3.423 -3.160 1.216 0.011
C 2.928 -2.331 2.216 -0.223
C 1.566 -2.253 2.487 -0.011
C 1.052 -1.511 3.693 -0.632
C 0.681 -3.009 1.703 -0.159
C 1.170 -3.937 0.775 0.029
C 0.231 -4.911 0.121 -0.635
C 2.538 -3.986 0.536 -0.214
C -0.830 -2.756 1.803 0.778
O -1.563 -3.464 2.461 -0.620
O -1.159 -1.708 1.111 -0.803
H 5.362 -2.237 1.071 0.212
H 5.096 -3.555 -0.079 0.217
H 5.389 -3.911 1.626 0.222
H 3.622 -1.743 2.808 0.203
H 1.747 -0.738 4.019 0.207
H 0.920 -2.223 4.510 0.237
H 0.076 -1.070 3.493 0.220
H -0.521 -4.399 -0.481 0.228
H -0.302 -5.476 0.886 0.238
H 0.778 -5.601 -0.519 0.214
H 2.917 -4.687 -0.199 0.211
O -0.830 -1.000 -1.867 -0.721
C -0.190 -2.031 -2.203 0.645
O 0.781 -2.490 -1.563 -0.700
H -0.500 -2.554 -3.126 0.113

***

Entry 7:
15
Properties=species:S:1:pos:R:3:nbo_charge:R:1 method="wB97M-V/def2-TZVPD" homo_lumo_gap_ev=11.285 e_homo_ev=-10.29 smiles=CCCCO e_lumo_ev=0.993 e_above_lowest_kcal_mol=16.3
C -0.085 1.666 -1.438 -0.619
C 0.522 0.622 -0.492 -0.393
C -0.437 0.005 0.511 -0.412
C 0.121 -1.338 0.929 -0.050
O -0.671 -1.863 1.969 -0.717
H -1.161 1.859 -1.315 0.208
H 0.440 2.626 -1.515 0.211
H 0.054 1.116 -2.356 0.210
H 0.848 -0.210 -1.147 0.183
H 1.441 0.984 -0.017 0.203
H -1.421 -0.144 0.045 0.200
H -0.596 0.641 1.389 0.209
H 0.126 -2.003 0.046 0.151
H 1.175 -1.209 1.231 0.151
H -0.357 -2.753 2.158 0.467

***

Entry 8:
88
Properties=species:S:1:pos:R:3:mulliken_charge:R:1 method="wB97M-V/def2-TZVPD" homo_lumo_gap_ev=7.750 e_homo_ev=-8.32 smiles="CCO[C@@]1([C@H](I)[C@H](C)I)[C@@H](CCCSC(=S)N(c2ccccc2)c2ccccc2)[C@](CCCS)(OC[C@@H](C)O)[C@H](O)OS1(=O)=O" e_lumo_ev=-0.573
C -3.844 -1.268 2.531 -1.066
C -3.234 0.019 3.279 0.086
O -1.848 -0.122 3.462 -0.281
C -0.924 0.918 3.169 -0.089
C 0.349 0.354 3.939 -1.066
I 0.066 0.292 6.130 0.107
C 1.796 0.840 3.692 -0.382
C 2.184 2.224 3.106 -0.808
I 2.785 -0.647 2.363 0.014
C -0.616 1.085 1.590 1.830
C -1.230 -0.063 0.707 -0.624
C -0.250 -0.575 -0.461 -0.965
C -0.487 -2.121 -0.791 -0.260
S -1.518 -2.310 -2.303 -0.252
C -0.755 -3.554 -3.409 0.074
S -1.447 -3.668 -4.904 -0.185
N 0.324 -4.337 -2.904 0.846
C 0.191 -5.765 -2.942 -0.903
C 0.119 -6.629 -4.102 0.054
C 0.001 -8.101 -4.004 -0.623
C -0.023 -8.741 -2.701 -0.375
C 0.052 -7.880 -1.504 -0.652
C 0.167 -6.447 -1.622 0.161
C 1.641 -3.796 -3.002 0.848
C 2.820 -4.677 -2.959 -0.600
C 4.171 -4.105 -3.000 -0.446
C 4.390 -2.668 -3.083 -0.688
C 3.216 -1.811 -3.170 -0.495
C 1.847 -2.339 -3.132 -0.455
C -0.941 2.572 1.038 0.287
C -0.919 2.604 -0.571 -1.749
C 0.574 2.453 -1.145 -0.305
C 1.056 3.708 -1.985 -0.649
S 1.923 3.124 -3.538 -0.238
O 0.065 3.482 1.406 0.154
C -0.222 4.842 1.623 -1.088
C 0.101 5.846 0.433 0.859
C -0.614 7.217 0.875 -1.217
O 1.498 6.143 0.342 -0.561
C -2.428 2.873 1.451 -1.347
O -3.039 3.955 0.722 -0.588
O -2.645 3.217 2.827 -0.559
S -1.626 2.479 3.893 1.906
O -2.418 2.268 5.110 -0.728
O -0.583 3.423 4.323 -0.684
H -4.353 -0.931 1.582 0.301
H -3.039 -2.010 2.313 0.238
H -4.641 -1.762 3.142 0.336
H -3.679 0.902 2.770 -0.018
H -3.734 -0.014 4.293 0.502
H 0.342 -0.748 3.703 0.555
H 2.386 0.712 4.641 0.697
H 1.732 3.130 3.575 0.089
H 3.298 2.338 3.277 0.495
H 2.096 2.264 1.985 0.193
H 0.493 1.007 1.387 -0.393
H -1.475 -1.007 1.249 0.325
H -2.183 0.251 0.189 0.095
H -0.621 -0.044 -1.384 0.173
H 0.817 -0.346 -0.227 0.241
H -1.024 -2.654 0.042 0.418
H 0.512 -2.636 -0.872 0.353
H 0.162 -6.186 -5.122 0.351
H -0.062 -8.665 -4.962 0.335
H -0.095 -9.850 -2.643 0.357
H 0.012 -8.390 -0.516 0.328
H 0.244 -5.823 -0.695 0.311
H 2.758 -5.787 -2.886 0.281
H 5.034 -4.809 -2.928 0.332
H 5.409 -2.217 -3.076 0.358
H 3.312 -0.703 -3.234 0.348
H 0.983 -1.640 -3.193 0.411
H -1.639 1.884 -1.036 0.509
H -1.237 3.616 -0.954 1.021
H 1.302 2.152 -0.339 0.282
H 0.588 1.591 -1.872 0.127
H 0.237 4.399 -2.291 0.345
H 1.865 4.202 -1.386 0.229
H 3.014 2.472 -2.991 0.115
H 0.489 5.194 2.434 0.497
H -1.227 5.149 1.998 0.327
H -0.388 5.565 -0.531 -0.095
H -0.859 7.228 1.968 0.317
H -1.580 7.357 0.309 0.285
H 0.038 8.105 0.660 0.370
H 1.633 6.848 -0.315 0.397
H -3.022 1.973 1.104 0.571
H -3.625 3.565 0.053 0.393

***

Entry 9:
27
Properties=species:S:1:pos:R:3:nbo_charge:R:1 method="wB97M-V/def2-TZVPD" spin_multiplicity=5 homo_lumo_gap_ev="8.270 / 5.293" e_homo_ev="-20.14 / -21.02" e_lumo_ev="-11.865 / -15.727" e_above_lowest_kcal_mol=0.0 total_charge=+3
O 3.327 2.872 -0.013 -0.505
C 2.851 3.577 0.750 0.515
Pd -0.122 -0.360 -0.067 0.885
O -2.313 1.448 -0.472 -0.094
C -1.138 1.355 -0.263 0.036
C -1.795 -1.351 -0.432 0.513
O -2.823 -1.876 -0.579 -0.256
C 0.932 -2.480 0.111 0.480
O 1.718 -3.268 0.364 -0.284
C 0.698 0.072 -1.781 0.483
O 1.078 0.352 -2.824 -0.221
H -0.511 2.292 -0.193 0.296
C -0.960 -2.780 4.928 -0.698
C -0.735 -1.630 4.031 0.383
C -0.617 -0.270 4.277 0.038
C -0.374 0.342 3.026 0.225
N -0.374 -0.610 2.084 -0.291
N -0.605 -1.789 2.708 -0.336
C -0.175 1.777 2.734 -0.698
H -0.180 -2.795 5.704 0.326
H -1.940 -2.677 5.422 0.328
H -0.930 -3.748 4.405 0.279
H -0.658 0.200 5.237 0.296
H -0.692 -2.681 2.221 0.459
H -1.073 2.226 2.271 0.273
H 0.000 2.289 3.700 0.307
H 0.694 1.965 2.080 0.262

***

Entry 10:
76
Properties=species:S:1:pos:R:3:mulliken_charge:R:1 method="wB97M-V/def2-TZVPD" homo_lumo_gap_ev=6.552 e_homo_ev=-4.68 e_lumo_ev=1.874 total_charge=-1
C -1.750 -0.736 -0.952 -1.148
C -2.335 -1.962 -0.266 -0.283
I -4.271 -1.404 0.531 0.029
C -1.407 -2.733 0.735 -1.712
I -2.539 -3.506 2.406 0.176
C -0.095 -2.061 1.230 1.313
C 0.801 -3.191 1.853 -1.244
C 1.444 -3.976 0.745 0.126
O 0.921 -4.482 -0.185 -0.447
I 3.588 -4.430 1.015 -0.146
O 0.644 -1.536 0.178 -0.822
B 1.361 -0.249 0.587 0.838
C 2.965 -0.420 0.923 -0.695
C 3.368 -0.806 2.361 0.451
C 4.184 0.247 3.095 -0.720
F 3.371 1.135 3.819 -0.320
B 1.343 0.849 -0.782 0.825
O 0.952 0.400 -2.066 -0.741
N 1.832 2.225 -0.746 0.070
C 1.881 2.812 0.589 -1.103
C 3.053 2.487 -1.522 -1.415
O 0.557 0.128 1.815 -0.527
C -0.267 -0.837 2.223 0.042
O -1.594 -0.381 2.233 -0.380
Cl 0.047 -1.316 3.988 -0.215
H -1.210 -0.077 -0.287 -0.039
H -2.550 -0.189 -1.454 0.469
H -1.053 -1.058 -1.725 0.308
H -2.617 -2.679 -1.035 0.651
H -1.107 -3.657 0.249 0.679
H 1.558 -2.781 2.509 0.707
H 0.229 -3.948 2.396 0.506
H 3.468 0.532 0.714 0.311
H 3.376 -1.131 0.196 0.372
H 3.967 -1.721 2.382 -0.049
H 2.498 -0.987 2.995 -0.186
H 4.844 -0.221 3.833 0.370
H 4.777 0.850 2.402 0.270
H 1.684 0.248 -2.671 0.269
H 0.922 2.677 1.090 0.196
H 2.045 3.893 0.509 0.457
H 2.673 2.399 1.225 0.361
H 2.908 3.220 -2.315 0.334
H 3.833 2.856 -0.848 0.305
H 3.451 1.561 -1.946 0.399
H -1.520 0.533 1.926 0.389
C -8.962 -2.981 3.916 -0.573
C -8.486 -2.713 2.481 -0.668
C -7.200 -3.520 2.265 -0.408
S -7.320 -4.950 3.351 1.139
O -6.296 -4.870 4.359 -0.633
O -7.494 -6.152 2.577 -0.681
C -8.884 -4.492 4.102 -0.701
H -9.973 -2.612 4.085 0.334
H -8.299 -2.485 4.627 0.302
H -9.253 -3.039 1.776 0.310
H -8.309 -1.653 2.306 0.324
H -7.087 -3.871 1.244 0.343
H -6.315 -2.957 2.557 0.159
H -8.880 -4.816 5.140 0.387
H -9.672 -5.006 3.551 0.326
C 3.816 6.136 -5.566 -0.566
C 5.298 6.519 -5.445 -0.584
C 6.036 5.309 -4.860 -0.668
S 5.098 3.857 -5.368 1.030
O 4.542 3.239 -4.195 -0.472
O 5.859 3.091 -6.321 -0.704
C 3.793 4.752 -6.207 -0.714
H 3.258 6.858 -6.160 0.341
H 3.360 6.091 -4.575 0.285
H 5.697 6.753 -6.434 0.296
H 5.437 7.399 -4.819 0.325
H 7.052 5.206 -5.233 0.330
H 6.041 5.319 -3.772 0.369
H 2.859 4.213 -6.070 0.401
H 4.053 4.793 -7.264 0.343

***

Entry 11:
6
Properties=species:S:1:pos:R:3:nbo_charge:R:1 method="wB97M-V/def2-TZVPD" homo_lumo_gap_ev=9.555 e_homo_ev=-10.12 smiles="NOP=O" e_lumo_ev=-0.569 e_above_lowest_kcal_mol=47.4
N -0.256 0.232 1.273 -0.510
O 0.587 -0.156 0.137 -0.703
P -0.204 -0.706 -1.275 1.491
O 0.852 -0.710 -2.274 -0.987
H -1.230 0.172 0.800 0.334
H 0.250 1.167 1.338 0.376

***

Entry 12:
6
Properties=species:S:1:pos:R:3:nbo_charge:R:1 method="wB97M-V/def2-TZVPD" spin_multiplicity=3 homo_lumo_gap_ev="9.628 / 6.847" e_homo_ev="-9.33 / -9.39" e_lumo_ev="0.300 / -2.540" e_above_lowest_kcal_mol=0.0
C -1.366 1.249 0.176 -0.140
C -0.662 0.274 0.002 0.123
N -0.049 -0.826 -0.016 -0.272
N 1.611 -0.696 -0.114 -0.198
Cl 2.243 -2.187 0.009 0.259
H -1.776 2.184 -0.057 0.228

***

Listing max |F| for the structures above in their given order: 1.5 4.2 3.4 15.3 3.9 2.2 1.3 6.9 7.9 1.1 2.7 3.0 eV Å⁻¹.
Listing total energy for the structures above in their given order: -19677.46539 -59570.26918 -85461.72373 -9702.68805 -7387.59488 -80701.41564 -6357.09421 -108201.66036 -27174.17878 -103826.75278 -14904.71120 -17585.49199 eV.